{"formula": "C27H32N4O3Zr", "method": "ωB97M-V/def2-TZVPD", "species": ["Zr", "C", "N", "C", "C", "C", "N", "C", "C", "C", "C", "C", "C", "C", "O", "C", "C", "C", "N", "C", "C", "C", "C", "C", "C", "C", "O", "H", "H", "H", "H", "H", "H", "H", "H", "H", "H", "H", "H", "H", "H", "H", "H", "H", "H", "H", "H", "H", "H", "H", "H", "H", "O", "C", "C", "C", "C", "C", "C", "N", "H", "H", "H", "H", "H", "H", "H"], "positions_angstrom": [[0.001051, -0.335307, -0.301042], [1.335364, -2.888076, -1.727641], [0.473357, -2.714928, -0.517142], [1.249211, -3.273061, 0.658444], [1.205530, -2.442083, 1.931307], [2.204224, -1.299698, 1.908703], [2.042712, -0.522789, 0.663549], [2.943326, 0.346309, 0.379338], [2.956455, 1.239631, -0.762047], [3.924342, 2.256041, -0.775158], [4.022132, 3.127126, -1.838607], [3.165683, 2.968996, -2.926339], [2.216636, 1.959360, -2.951948], [2.101708, 1.100074, -1.869218], [1.169921, 0.115500, -1.885176], [-0.729909, -3.581937, -0.751292], [-1.792052, -3.544325, 0.327917], [-2.614230, -2.268202, 0.363199], [-1.831414, -1.112373, 0.852987], [-2.174433, -0.678347, 2.027078], [-1.586198, 0.359121, 2.827986], [-2.101484, 0.545478, 4.123936], [-1.582274, 1.515372, 4.951854], [-0.545686, 2.323701, 4.485812], [-0.025106, 2.175004, 3.209509], [-0.544267, 1.189480, 2.383185], [-0.081825, 1.022912, 1.137880], [1.607097, -3.941803, -1.818972], [2.232104, -2.283475, -1.628389], [0.792634, -2.585582, -2.620403], [2.287538, -3.374375, 0.341370], [0.881247, -4.283229, 0.839389], [1.436195, -3.089223, 2.779292], [0.192169, -2.076341, 2.125923], [3.223758, -1.687295, 1.953070], [2.050390, -0.631445, 2.758421], [3.788687, 0.460223, 1.061547], [4.600247, 2.348778, 0.066761], [4.764991, 3.911566, -1.837350], [3.247658, 3.637498, -3.773553], [1.567950, 1.820976, -3.806513], [-0.359254, -4.603501, -0.873736], [-1.162963, -3.280484, -1.704812], [-1.376889, -3.755509, 1.317292], [-2.476728, -4.369428, 0.118251], [-3.489275, -2.399895, 1.001171], [-2.979402, -2.044415, -0.639722], [-3.017945, -1.180434, 2.505058], [-2.911610, -0.087005, 4.466550], [-1.976321, 1.651360, 5.948456], [-0.137931, 3.090112, 5.132496], [0.769898, 2.812909, 2.847912], [-1.276477, -0.871736, -2.224871], [-2.430846, -0.056783, -2.538478], [-2.125257, 1.380023, -2.225051], [-2.781298, 2.418743, -2.859039], [-2.461324, 3.720275, -2.506474], [-1.491399, 3.933477, -1.540207], [-0.885679, 2.839572, -0.952660], [-1.195581, 1.578895, -1.283524], [-0.554684, -0.598896, -2.822426], [-3.245119, -0.431298, -1.920157], [-2.696180, -0.207511, -3.583165], [-3.524135, 2.208538, -3.616968], [-2.956317, 4.553850, -2.986318], [-1.201586, 4.929738, -1.239000], [-0.131106, 2.960153, -0.188241]], "forces_ev_per_a": [[-0.024, 0.530, -0.209], [-0.101, 0.034, 0.180], [-0.014, 0.000, 0.138], [-0.046, 0.003, -0.209], [-0.082, -0.075, 0.124], [-0.030, 0.129, -0.165], [-0.046, 0.057, -0.013], [0.089, 0.115, -0.176], [0.152, -0.024, 0.159], [0.033, 0.060, -0.054], [-0.007, -0.043, 0.051], [-0.042, -0.019, -0.060], [0.125, 0.101, 0.013], [-0.277, -0.371, -0.034], [0.082, 0.228, 0.052], [0.183, 0.096, -0.060], [-0.051, -0.143, 0.046], [0.024, 0.207, 0.019], [-0.081, -0.082, 0.046], [-0.002, 0.017, -0.019], [-0.174, -0.093, 0.118], [0.060, 0.082, 0.058], [-0.064, -0.087, -0.051], [0.085, 0.075, -0.026], [-0.099, 0.005, 0.159], [0.056, -0.103, -0.443], [0.005, -0.355, 0.260], [0.024, 0.008, -0.071], [0.013, -0.001, -0.028], [0.005, -0.003, -0.013], [0.013, -0.003, 0.033], [0.011, 0.005, 0.065], [0.031, 0.008, -0.011], [0.015, 0.049, -0.040], [0.002, -0.018, 0.037], [0.006, -0.036, 0.044], [0.032, -0.074, -0.021], [-0.002, 0.003, -0.003], [0.001, 0.000, -0.002], [0.004, 0.000, 0.005], [-0.009, 0.002, 0.001], [-0.050, -0.026, 0.006], [-0.035, -0.012, 0.009], [0.026, 0.032, -0.009], [-0.010, 0.022, -0.009], [-0.008, -0.050, -0.008], [0.004, -0.042, -0.012], [-0.007, 0.030, 0.030], [0.001, 0.000, 0.000], [0.009, 0.012, 0.000], [-0.006, -0.004, -0.002], [0.008, -0.006, -0.011], [0.178, 0.043, 0.127], [0.142, -0.128, 0.022], [-0.058, 0.073, -0.042], [0.009, -0.038, 0.001], [-0.001, 0.025, -0.011], [0.020, -0.021, 0.015], [0.000, 0.007, 0.001], [0.000, -0.206, 0.106], [-0.062, -0.093, -0.098], [-0.022, 0.028, -0.001], [-0.030, 0.047, -0.009], [0.000, 0.012, 0.001], [0.001, 0.001, 0.004], [-0.012, 0.005, -0.013], [0.002, 0.006, 0.000]], "gap_ha": 0.294, "charge": 2, "multiplicity": 1}

{"formula": "C5H11N", "method": "ωB97M-V/def2-TZVPD", "species": ["C", "N", "C", "C", "C", "C", "H", "H", "H", "H", "H", "H", "H", "H", "H", "H", "H"], "positions_angstrom": [[-1.030935, -0.474038, -0.292511], [-0.069007, 0.601485, -0.399086], [-0.065139, 1.506744, -1.501745], [1.170623, 0.018354, 0.115286], [0.721348, -0.731790, 1.371676], [-0.820328, -0.979375, 1.122530], [-2.068123, -0.177713, -0.463806], [-0.818694, -1.236898, -1.069341], [-0.030270, 1.065032, -2.514283], [-0.900611, 2.206575, -1.495420], [0.875628, 2.059522, -1.396124], [1.672621, -0.660792, -0.581699], [1.812804, 0.871404, 0.342713], [1.165127, -1.720213, 1.437831], [0.877333, -0.092971, 2.233025], [-1.365141, -0.262675, 1.736474], [-1.127235, -1.992646, 1.354473]], "forces_ev_per_a": [[-0.247, -0.430, -0.946], [-0.607, -0.630, 0.913], [0.965, -0.030, -0.428], [-0.301, 1.014, -0.048], [-1.144, -0.363, -0.780], [0.795, 1.139, 0.337], [0.092, 0.356, 0.005], [-0.006, -0.160, 0.200], [-0.048, -0.288, 0.144], [-0.074, -0.041, 0.236], [-0.280, 0.307, -0.194], [0.037, -0.015, -0.277], [0.404, -0.290, -0.003], [0.575, 0.196, 0.374], [0.116, -0.365, 0.328], [-0.154, -0.316, 0.317], [-0.123, -0.084, -0.179]], "gap_ha": 0.343, "smiles": "CN1CCCC1", "multiplicity": 1}

{"formula": "C7H13CeN5O4", "method": "ωB97M-V/def2-TZVPD", "species": ["Ce", "O", "C", "O", "C", "O", "O", "C", "N", "C", "C", "N", "N", "C", "N", "N", "H", "H", "H", "H", "H", "H", "H", "H", "H", "H", "H", "C", "H", "H"], "positions_angstrom": [[0.726153, 2.201488, -0.062347], [2.807109, 4.589746, 2.209304], [2.244307, 3.616005, 1.748558], [0.962987, 3.414865, 1.742457], [3.099757, 2.480952, 1.096669], [3.928417, 1.886929, 1.763158], [2.843140, 2.256781, -0.155815], [-0.355396, -2.101838, -2.598586], [-0.821383, -2.249104, -1.229616], [-0.547899, -3.575952, -0.682196], [-0.448387, -1.189342, -0.373380], [0.557416, -0.426058, -0.532026], [-1.339318, -1.071598, 0.679060], [-1.361791, -0.160042, 1.709485], [-2.286578, -0.500416, 2.696488], [-0.669743, 0.907198, 1.684907], [-0.915207, -2.795613, -3.225713], [0.713333, -2.326843, -2.720986], [-0.536879, -1.083783, -2.939584], [-1.097228, -4.325051, -1.252964], [-0.868020, -3.626877, 0.357900], [0.520809, -3.825806, -0.719855], [1.117867, -0.749863, -1.314274], [-2.116391, -1.706993, 0.619163], [-2.289365, -1.478589, 2.948731], [-2.209396, 0.084488, 3.514164], [-0.745537, 1.451368, 2.537994], [-0.238160, 3.276553, -2.093039], [-0.904075, 2.856445, -2.867057], [0.229456, 4.170949, -2.540599]], "forces_ev_per_a": [[-4.173, -0.301, -4.140], [0.074, -0.121, -0.012], [0.684, 0.696, 0.796], [0.142, 0.758, 1.193], [1.335, 0.100, 0.640], [-0.133, 0.031, 0.072], [2.120, 0.108, -0.012], [0.012, -0.008, -0.083], [0.066, -0.062, 0.182], [-0.088, -0.006, 0.013], [0.352, 0.037, -0.149], [-0.393, -0.194, 0.007], [-0.140, -0.421, -0.074], [0.055, 0.443, 0.252], [0.205, -0.178, 0.005], [-0.347, -0.419, 0.247], [0.006, 0.015, -0.008], [0.006, -0.014, 0.041], [-0.013, -0.014, -0.034], [-0.007, 0.012, 0.009], [-0.010, -0.048, -0.021], [0.004, 0.047, -0.021], [0.065, 0.206, -0.045], [-0.139, 0.127, -0.048], [-0.024, -0.004, -0.017], [-0.085, 0.053, -0.012], [0.010, 0.069, 0.004], [0.618, -0.982, 1.009], [-0.146, 0.023, 0.118], [-0.057, 0.049, 0.085]], "gap_ha": [0.098, 0.098], "s_squared": 0.75, "charge": -1, "multiplicity": 2}

{"formula": "C6H9N", "method": "ωB97M-V/def2-TZVPD", "species": ["C", "C", "C", "C", "N", "C", "C", "H", "H", "H", "H", "H", "H", "H", "H", "H"], "positions_angstrom": [[3.163283, 0.501175, -0.004098], [1.809674, 0.258596, -0.502629], [0.722079, -0.229382, -0.693532], [-0.347797, -1.232793, -0.522812], [-1.532940, -0.862433, 0.245556], [-2.574201, -0.108368, -0.415037], [-1.742923, 0.515039, 0.642828], [3.927344, 0.372679, -0.775565], [3.326838, -0.264724, 0.763399], [3.286920, 1.481373, 0.462301], [-0.663876, -1.679348, -1.470812], [0.163425, -2.018870, 0.042831], [-3.585749, -0.444718, -0.201080], [-2.402079, 0.216210, -1.441352], [-1.012123, 1.254797, 0.317900], [-2.135475, 0.658735, 1.647421]], "forces_ev_per_a": [[0.090, 0.035, 0.012], [-0.488, -0.341, -0.012], [0.571, 0.068, 0.297], [0.038, -0.134, -0.071], [0.033, -0.105, 0.031], [-0.234, 0.062, -0.187], [0.049, 0.211, 0.144], [-0.144, 0.099, 0.045], [0.184, 0.198, -0.057], [-0.055, -0.069, -0.132], [0.038, 0.143, 0.057], [-0.188, -0.092, -0.089], [0.113, 0.107, -0.057], [0.022, -0.013, 0.142], [-0.080, -0.143, 0.059], [0.052, -0.024, -0.183]], "gap_ha": 0.366, "smiles": "CC#CCN1CC1", "multiplicity": 1}

Number 1: DFT total energy -41893.7286 eV. Number 2: DFT total energy -6852.8642 eV. Number 3: DFT total energy -36039.0860 eV. Number 4: DFT total energy -7854.5359 eV.